{
  "formula": "C5H8O",
  "method": "ωB97M-V with the def2-TZVPD basis set",
  "homo_lumo_gap_ha": 0.3791,
  "lumo_ev": 1.11,
  "homo_ev": -9.201,
  "symbols": ["C", "C", "C", "C", "O", "C", "H", "H", "H", "H", "H", "H", "H", "H"],
  "positions_angstrom": [[-1.4708, -0.4578, 0.6982], [-0.7387, -0.0274, -0.5491], [0.4725, 0.8772, -0.5363], [1.4068, 0.4203, 0.5738], [1.3944, -0.9421, 0.0958], [0.5809, -0.5503, -1.0039], [-0.8502, -0.4364, 1.5987], [-1.8712, -1.4718, 0.5988], [-2.2973, 0.2419, 0.8525], [-1.4010, 0.1848, -1.3881], [0.5385, 1.8173, -1.0731], [1.0440, 0.4943, 1.6069], [2.4131, 0.8445, 0.5017], [0.7791, -0.9945, -1.9759]],
  "forces_ev_per_angstrom": [[-0.050, 0.012, 0.033], [-0.109, 0.001, -0.019], [0.031, 0.252, -0.021], [0.073, 0.245, 0.255], [0.059, -0.101, 0.043], [-0.115, -0.226, -0.308], [-0.016, -0.037, -0.226], [-0.009, 0.162, -0.002], [-0.014, -0.179, 0.114], [0.163, 0.021, 0.054], [0.008, -0.204, 0.057], [0.106, 0.037, -0.145], [-0.116, -0.064, -0.020], [-0.011, 0.081, 0.186]]
}

---

{
  "formula": "C7H9IN3",
  "method": "ωB97M-V with the def2-TZVPD basis set",
  "homo_lumo_gap_ha": 0.2866,
  "total_charge": 1,
  "lumo_ev": -4.31,
  "homo_ev": -12.112,
  "symbols": ["C", "C", "C", "C", "C", "C", "C", "N", "N", "N", "I", "H", "H", "H", "H", "H", "H", "H", "H", "H"],
  "positions_angstrom": [[-0.2282, -2.7820, 3.1894], [-0.4841, -2.1470, 2.1867], [0.0625, 0.3125, -0.3338], [-0.5320, -1.1959, 1.1404], [-1.2855, 0.3547, -0.3096], [1.9256, -0.7863, 0.7321], [-1.5855, 2.0331, -2.0447], [0.5125, -0.6429, 0.5151], [-1.6641, -0.5856, 0.6418], [-2.0908, 1.2591, -0.8608], [-4.0673, 0.5034, -1.1080], [-0.0940, -3.3118, 4.0915], [0.8213, 0.6718, -0.9550], [2.4091, 0.1997, 1.0536], [1.9350, -1.5498, 1.5857], [2.4595, -1.3416, -0.1792], [-0.9754, 1.5722, -2.7499], [-2.5463, 2.5234, -2.3668], [-0.8305, 2.6721, -1.6091], [-2.5883, -0.6497, 1.0686]],
  "forces_ev_per_angstrom": [[-0.708, 1.031, -1.675], [0.691, -0.354, 1.244], [0.620, -0.522, -0.675], [-0.477, 0.404, -0.184], [0.372, -0.537, 1.297], [1.767, -2.575, 0.803], [-1.989, 1.171, 2.564], [-1.139, 0.148, 0.375], [0.977, -0.224, 0.401], [-2.063, -0.188, -1.556], [0.777, 0.451, -0.045], [0.128, -0.378, 0.350], [0.385, 1.171, -1.026], [-0.752, -1.520, -0.669], [0.719, 1.219, -1.006], [-1.201, 1.617, 1.868], [0.077, -1.873, -1.704], [1.785, -0.003, -0.349], [-0.318, 1.159, 0.296], [0.350, -0.198, -0.309]]
}

---

{
  "formula": "C9H16N3O",
  "method": "ωB97M-V with the def2-TZVPD basis set",
  "homo_lumo_gap_ha": 0.2955,
  "total_charge": 1,
  "lumo_ev": -3.19,
  "homo_ev": -11.232,
  "symbols": ["C", "C", "N", "N", "N", "H", "H", "H", "H", "H", "H", "H", "H", "C", "C", "C", "C", "C", "C", "C", "O", "H", "H", "H", "H", "H", "H", "H", "H"],
  "positions_angstrom": [[1.6396, 0.3655, -3.1215], [1.7107, -1.7053, -2.0079], [1.4896, -2.4109, -0.8354], [1.6347, -0.3645, -1.9578], [2.0472, -2.4724, -3.2205], [1.4196, -1.9652, -0.0047], [1.5466, -3.4195, -0.8071], [1.4408, 0.0796, -0.9796], [3.0597, -2.7626, -3.2357], [1.6205, -2.3107, -3.9844], [1.1017, 0.0720, -4.1143], [2.6952, 0.7017, -3.4052], [1.2588, 1.4029, -2.8647], [-3.7926, 1.6350, 2.4231], [0.0912, 0.6261, 1.1927], [-0.0899, 1.1094, 2.4637], [-0.9783, 0.3586, 0.2273], [-1.3801, 1.4989, 2.8381], [-2.2590, 0.6736, 0.6857], [-2.4298, 1.2510, 1.9366], [1.2463, 0.1307, 0.7501], [2.0394, 0.1734, 1.3658], [0.7160, 1.3436, 3.1857], [-0.8291, -0.4066, -0.6432], [-1.6707, 2.0991, 3.6416], [-3.1287, 0.2609, 0.1562], [-3.8447, 1.6774, 3.6188], [-4.6995, 1.0403, 2.0341], [-3.9661, 2.8252, 2.3055]],
  "forces_ev_per_angstrom": [[1.033, 5.088, -3.728], [0.200, -1.132, 0.631], [1.076, -0.883, -5.278], [-0.824, -3.691, 2.485], [4.417, -0.546, 9.985], [-0.383, 1.957, 3.003], [0.050, 0.192, -0.427], [0.264, -0.878, -1.857], [-1.829, 0.417, -0.159], [-3.520, 1.828, -6.772], [0.736, -0.155, 2.291], [-1.042, -0.973, 0.069], [-0.135, -1.264, -0.365], [-2.034, 2.622, 2.371], [-2.914, -0.849, -1.298], [-0.179, 1.389, 0.935], [0.570, -0.846, 1.585], [-0.274, -0.906, -3.323], [0.523, -1.171, -0.454], [-0.579, 0.413, 1.092], [4.360, -0.920, 0.035], [-1.693, 0.294, -0.756], [-0.163, -0.481, -0.799], [-0.114, 1.914, 1.573], [0.269, 0.368, 1.682], [0.318, 0.658, 0.042], [0.124, -0.809, -2.526], [1.593, 1.050, 0.476], [0.147, -2.685, -0.513]]
}

---

{
  "formula": "C6H11N",
  "method": "ωB97M-V with the def2-TZVPD basis set",
  "homo_lumo_gap_ha": 0.2606,
  "lumo_ev": -0.34,
  "homo_ev": -7.429,
  "symbols": ["C", "N", "C", "C", "C", "C", "C", "H", "H", "H", "H", "H", "H", "H", "H", "H", "H", "H"],
  "positions_angstrom": [[-0.5556, 1.7067, 1.0958], [0.2290, 0.4839, 1.1897], [-0.0576, -0.5312, 0.4810], [-1.1097, -0.6029, -0.8717], [0.2205, -0.3960, -1.1349], [0.7930, 0.8601, -1.8173], [0.2453, -1.8769, 1.1421], [-0.3106, 2.3066, 0.2089], [-0.2787, 2.3376, 1.9313], [-1.6235, 1.5194, 1.1402], [1.8413, 0.9958, -1.5660], [-1.9906, -0.0590, -0.5750], [0.8966, -1.2230, -1.3335], [0.7148, 0.7181, -2.8981], [0.1699, 1.6971, -1.5509], [0.2918, -1.7114, 2.2180], [-0.5372, -2.5808, 0.9171], [1.2225, -2.2741, 0.8549]],
  "forces_ev_per_angstrom": [[1.132, 0.627, -0.560], [-1.731, 0.766, 1.052], [0.041, -2.689, 0.535], [0.704, -1.280, 3.002], [-0.637, 2.218, -3.314], [-0.198, -0.820, 0.074], [0.983, 0.313, -0.180], [-0.304, -0.107, -0.076], [-0.048, 0.032, 0.270], [-0.050, -0.074, -0.067], [0.054, 0.246, 0.046], [0.215, 1.253, -1.259], [-0.062, -0.471, 0.827], [0.037, -0.056, 0.030], [0.138, 0.431, -0.032], [-0.061, 0.017, -0.083], [-0.108, -0.257, -0.157], [-0.104, -0.149, -0.108]]
}